[1]
One molecule with the formula C2H6NO3P, computed with ωB97M-V/def2-TZVPD.

Last column: Mulliken charge in e.
Geometry (Å):
H1 0.329 -2.079 0.747  0.38
C1 -0.226 -1.556 1.494  -0.93
P1 -0.551 0.132 1.042  1.00
N1 0.379 0.366 -0.743  0.37
C2 -0.205 1.559 -1.390  -0.79
H2 0.102 -1.498 2.529  0.29
H3 0.300 1.649 -2.270  0.36
O1 0.297 1.160 1.701  -0.64
H4 -1.271 1.346 -1.455  0.34
H5 -1.138 -2.072 1.538  0.34
O2 -1.959 0.419 0.606  -0.71
O3 1.506 -0.011 -0.800  -0.33
H6 -0.304 2.428 -0.814  0.34

Output
HOMO level (alpha / beta) = -10.350 / -10.349 eV
Total charge = 0
E_LUMO (alpha / beta) = -1.9696 / -1.9704 eV
Energy relative to the best compared isomer or geometry (same formula, charge and spin) = 326.48 kJ/mol

=====

[2]
One molecule with the formula C2H6NP, computed with ωB97M-V/def2-TZVPD.

Last column: Mulliken charge in e.
Geometry (Å):
N1 -0.259 -0.272 0.455  -0.21
H1 1.617 0.769 1.018  0.18
P1 -1.801 0.023 -0.184  -0.05
H2 1.365 -1.760 0.487  0.20
C1 0.735 -1.056 -0.206  -0.34
H3 -1.571 1.274 -0.717  0.01
H4 -2.428 0.556 0.963  0.05
H5 0.731 1.294 -0.664  0.23
C2 0.901 0.461 0.144  -0.35
H6 0.710 -1.291 -1.297  0.28

Output
HOMO level = -9.033 eV
SMILES string = PN1CC1
Total charge = 0
E_LUMO = 1.1503 eV
Energy relative to the best compared isomer or geometry (same formula, charge and spin) = 91.87 kJ/mol

=====

[3]
One molecule with the formula C2H6NP, computed with ωB97M-V/def2-TZVPD.

Last column: Mulliken charge in e.
Geometry (Å):
P1 1.632 0.228 0.049  -0.08
H1 1.779 0.310 1.458  0.07
C1 -0.384 -1.485 -0.184  -0.41
H2 -1.452 -1.725 -0.418  0.20
H3 0.306 -2.344 -0.043  0.26
H4 -2.001 0.749 -0.346  0.23
C2 -0.904 0.933 -0.343  -0.59
H5 -0.577 1.918 0.033  0.24
H6 1.683 1.576 -0.210  0.04
N1 -0.083 -0.160 0.003  0.05

Output
HOMO level (alpha / beta) = -7.129 / -7.275 eV
Total charge = 0
E_LUMO (alpha / beta) = 0.7399 / 0.8444 eV
Energy relative to the best compared isomer or geometry (same formula, charge and spin) = 208.45 kJ/mol

=====

[4]
A 2-piece molecular cluster, C2H6NS overall, computed with ωB97M-V/def2-TZVPD.

Last column: Mulliken charge in e.
Geometry (Å):
H1 0.786 -1.669 1.663  0.31
H2 -0.874 -1.894 2.007  0.21
H3 -1.038 2.450 -3.479  -0.08
H4 1.459 0.636 0.474  0.24
H5 -0.316 -1.880 0.249  0.21
N1 -0.445 0.139 1.022  -0.44
S1 -0.248 2.410 -2.469  -0.82
H6 0.406 0.571 -0.881  0.24
C1 -0.155 -1.299 1.285  -0.72
C2 0.427 0.536 0.130  -0.14

Output
HOMO level = -2.670 eV
Total charge = -1
E_LUMO = 3.1206 eV
Energy relative to the best compared isomer or geometry (same formula, charge and spin) = 394.15 kJ/mol

=====

[5]
A 2-piece molecular cluster, C2H6NS overall, computed with ωB97M-V/def2-TZVPD.

Last column: Mulliken charge in e.
Geometry (Å):
H1 -0.883 -0.786 1.810  0.28
H2 -1.304 -2.336 1.069  0.28
C1 0.973 -0.376 -0.092  -0.12
H3 2.050 -0.266 -0.115  0.27
N1 0.439 -1.462 0.294  -0.49
C2 -0.885 -1.344 0.877  -0.76
S1 0.203 2.871 -1.933  -0.89
H4 0.333 0.512 -0.126  0.17
H5 -1.610 -0.939 0.159  0.34
H6 0.684 4.128 -1.943  -0.07

Output
HOMO level = -2.563 eV
Total charge = -1
E_LUMO = 3.8210 eV
Energy relative to the best compared isomer or geometry (same formula, charge and spin) = 106.22 kJ/mol

=====

[6]
A 2-piece molecular cluster, C2H6NS overall, computed with ωB97M-V/def2-TZVPD.

Last column: Mulliken charge in e.
Geometry (Å):
N1 0.538 0.949 -0.079  -0.10
H1 0.269 1.468 -0.899  0.31
H2 -2.191 -1.083 -0.876  0.21
H3 0.440 -0.810 -1.429  0.31
H4 0.170 -0.168 2.366  0.27
H5 1.147 1.226 0.630  0.30
S1 -2.128 -0.010 0.083  -0.11
C1 -0.391 -0.085 0.493  -0.26
H6 1.480 -1.005 0.046  0.24
C2 0.667 -0.483 -0.335  -0.17

Output
HOMO level (alpha / beta) = -14.400 / -14.400 eV
Total charge = +1
E_LUMO (alpha / beta) = -5.7981 / -5.7991 eV
Energy relative to the best compared isomer or geometry (same formula, charge and spin) = 415.67 kJ/mol

=====

[7]
C2H6Nb as an isolated structure, computed with ωB97M-V/def2-TZVPD.

Last column: Mulliken charge in e.
Geometry (Å):
H1 -1.237 0.590 -1.422  -0.05
Nb1 0.436 0.387 -0.684  -0.65
H2 -1.938 -1.543 2.581  0.35
H3 1.119 1.223 -2.147  0.07
H4 0.833 -1.147 -1.597  -0.04
C1 -0.564 -0.631 1.098  -0.17
H5 0.451 2.083 0.034  -0.04
C2 -1.168 -1.155 2.003  -0.44
H6 2.068 0.193 0.134  -0.04

Output
HOMO level = -4.708 eV
Total charge = -1
E_LUMO = 2.8586 eV

=====

[8]
A 2-piece molecular cluster, C2H6O overall, computed with ωB97M-V/def2-TZVPD.

Last column: Mulliken charge in e.
Geometry (Å):
O1 -1.873 -1.585 -1.077  -0.38
C1 0.575 1.181 1.060  -0.78
H1 1.537 0.854 1.443  0.25
H2 -0.252 -0.452 -1.451  0.27
H3 0.717 1.826 0.197  0.24
H4 0.099 0.264 0.726  0.05
H5 0.025 1.723 1.820  0.24
H6 -0.124 -2.371 -1.390  0.24
C2 -0.705 -1.440 -1.329  -0.13

Output
HOMO level = -10.241 eV
SMILES string = C=O.C
Total charge = 0
E_LUMO = 0.8450 eV
Energy relative to the best compared isomer or geometry (same formula, charge and spin) = 76.06 kJ/mol

=====

[9]
One molecule with the formula C2H6O, computed with ωB97M-V/def2-TZVPD.

Last column: Mulliken charge in e.
Geometry (Å):
C1 -0.197 0.251 -0.628  -0.16
H1 -0.080 0.905 1.525  0.31
O1 -0.347 -1.065 -1.156  -0.52
H2 0.473 0.673 -1.376  0.23
H3 1.471 0.467 0.766  0.22
C2 0.408 0.266 0.776  -0.86
H4 0.029 -0.656 1.250  0.26
H5 -0.636 -1.669 -0.473  0.29
H6 -1.121 0.828 -0.684  0.23

Output
HOMO level = -10.297 eV
SMILES string = CCO
Total charge = 0
E_LUMO = 1.0914 eV
Energy relative to the best compared isomer or geometry (same formula, charge and spin) = 39.95 kJ/mol

=====

[10]
One molecule with the formula C2H6O2, computed with ωB97M-V/def2-TZVPD.

Last column: Mulliken charge in e.
Geometry (Å):
O1 -0.929 -0.401 1.105  -0.52
C1 -0.563 0.729 0.356  -0.27
O2 1.058 -1.181 -0.323  -0.55
H1 -0.078 -0.645 1.493  0.33
H2 -1.502 1.158 -0.055  0.24
H3 0.463 -1.925 -0.506  0.31
H4 -0.070 -0.051 -1.625  0.23
C2 0.478 0.083 -0.689  -0.24
H5 -0.228 1.539 1.050  0.20
H6 1.371 0.694 -0.806  0.27

Output
HOMO level = -10.115 eV
SMILES string = OCCO
Total charge = 0
E_LUMO = 0.9339 eV
Energy relative to the best compared isomer or geometry (same formula, charge and spin) = 112.49 kJ/mol

=====

[11]
A 2-piece molecular cluster, C2H6O2Se overall, computed with ωB97M-V/def2-TZVPD.

Last column: Mulliken charge in e.
Geometry (Å):
H1 -0.518 2.148 -0.187  0.26
H2 -0.862 0.575 0.669  0.32
H3 3.502 -1.260 0.255  0.09
O1 0.870 -1.618 0.944  -0.36
C1 1.565 -1.042 -0.048  -0.59
C2 -0.492 1.024 -0.283  -0.41
H4 1.084 -1.021 1.642  0.37
Se1 1.486 0.873 -0.175  0.12
H5 -1.053 -0.218 -1.644  0.32
O2 -1.099 0.723 -1.522  -0.48
H6 1.671 -1.737 -0.984  0.34

Output
HOMO level (alpha / beta) = -8.644 / -8.646 eV
Total charge = 0
E_LUMO (alpha / beta) = 0.0358 / 0.0361 eV
Energy relative to the best compared isomer or geometry (same formula, charge and spin) = 273.17 kJ/mol

=====

[12]
A 2-piece molecular cluster, C2H6O3 overall, computed with ωB97M-V/def2-TZVPD.

Last column: Mulliken charge in e.
Geometry (Å):
H1 -1.158 -1.424 -1.144  0.29
H2 1.264 -1.188 0.852  0.40
C1 0.726 0.443 0.161  0.52
O1 0.368 1.061 1.335  -0.47
O2 0.925 1.252 -0.975  -0.51
H3 -1.880 0.124 -0.440  0.28
H4 -0.498 1.388 1.308  0.35
O3 1.657 -0.480 0.262  -0.49
C2 -1.155 -0.706 -0.270  -0.96
H5 -1.299 -1.305 0.737  0.27
H6 1.049 0.835 -1.826  0.32

Output
HOMO level = -8.250 eV
Total charge = 0
E_LUMO = 0.6118 eV
Energy relative to the best compared isomer or geometry (same formula, charge and spin) = 340.01 kJ/mol

=====

[13]
One molecule with the formula C2H6O3S, computed with ωB97M-V/def2-TZVPD.

Last column: Mulliken charge in e.
Geometry (Å):
O1 1.445 -0.525 -1.734  -0.61
O2 0.931 -1.257 1.126  -0.51
C1 -0.161 -1.466 0.265  -0.51
H1 -1.132 -1.399 0.653  0.39
H2 0.076 1.119 0.776  0.31
H3 1.735 -1.075 0.464  0.40
S1 0.112 -0.237 -1.181  0.98
H4 -0.080 -2.383 -0.188  0.37
H5 1.256 1.702 -0.381  0.33
C2 0.252 1.380 -0.310  -0.82
H6 -0.458 2.159 -0.775  0.31
O3 -1.196 -0.283 -2.175  -0.64

Output
HOMO level = -10.361 eV
SMILES string = CS(=O)(=O)CO
Total charge = 0
E_LUMO = 0.5146 eV
Energy relative to the best compared isomer or geometry (same formula, charge and spin) = 247.63 kJ/mol

=====

[14]
A 2-piece molecular cluster, C2H6O4S overall, computed with ωB97M-V/def2-TZVPD.

Last column: Mulliken charge in e.
Geometry (Å):
C1 3.182 -1.268 4.663  -0.78
H1 0.547 -1.936 3.739  0.30
O1 -2.446 1.980 4.663  -0.24
O2 -0.749 -0.578 4.663  -0.07
O3 -1.754 -1.525 4.663  -0.27
H2 0.547 -1.936 5.587  0.30
S1 1.754 -0.099 4.663  -0.05
O4 -3.135 0.869 4.663  -0.16
H3 4.111 -0.682 4.663  0.30
C2 0.458 -1.318 4.663  -0.35
H4 3.123 -1.893 5.573  0.27
H5 -2.437 0.117 4.663  0.50
H6 3.123 -1.892 3.752  0.27

Output
HOMO level (alpha / beta) = -9.436 / -9.424 eV
Total charge = 0
E_LUMO (alpha / beta) = 0.0960 / -2.3232 eV
Energy relative to the best compared isomer or geometry (same formula, charge and spin) = 748.51 kJ/mol

=====

[15]
C2H6O4S2 as an isolated structure, computed with ωB97M-V/def2-TZVPD.

Last column: Mulliken charge in e.
Geometry (Å):
H1 -3.704 0.413 0.836  0.16
O1 0.027 1.062 1.532  -0.56
C1 0.398 -0.375 -0.848  -0.33
H2 -0.421 -0.889 -0.327  0.32
O2 -1.701 -0.908 1.441  -0.46
H3 0.354 -0.100 -1.915  0.38
S1 -2.243 0.415 1.379  0.44
H4 2.588 -0.390 -1.082  0.27
O3 0.687 2.080 -0.671  -0.59
H5 1.973 -1.981 -0.518  0.34
C2 1.791 -0.913 -0.433  -1.07
S2 -0.039 1.130 0.098  1.15
O4 -1.634 1.163 -0.116  -0.36
H6 1.923 -0.707 0.624  0.33

Output
HOMO level = -10.500 eV
Total charge = 0
E_LUMO = 0.1350 eV
Energy relative to the best compared isomer or geometry (same formula, charge and spin) = 279.10 kJ/mol

=====

[16]
C2H6O4S2 as an isolated structure, computed with ωB97M-V/def2-TZVPD.

Last column: Mulliken charge in e.
Geometry (Å):
H1 -1.428 0.685 -1.464  0.39
C1 -1.864 0.594 -0.452  -1.19
H2 -0.931 -1.179 -0.051  0.32
O1 1.905 0.217 1.007  -0.35
H3 -2.804 0.035 -0.384  0.36
O2 2.239 -1.515 -0.846  -0.42
H4 1.812 -2.205 1.344  0.11
O3 1.274 0.343 -1.364  -0.53
H5 -1.035 -0.143 1.332  0.39
S1 0.705 0.733 -0.119  1.19
H6 -2.168 1.611 0.012  0.27
C2 -0.812 -0.138 0.293  -0.34
S2 2.677 -1.176 0.469  0.41
O4 0.432 2.138 0.223  -0.60

Output
HOMO level = -10.044 eV
Total charge = 0
E_LUMO = 0.1980 eV
Energy relative to the best compared isomer or geometry (same formula, charge and spin) = 324.96 kJ/mol

=====

[17]
A 2-piece molecular cluster, C2H6OS overall, computed with ωB97M-V/def2-TZVPD.

Last column: Mulliken charge in e.
Geometry (Å):
O1 -0.910 -0.535 -2.078  -0.55
H1 -0.120 1.187 -1.568  0.24
S1 0.761 0.321 1.458  -0.22
H2 -1.719 -1.446 -0.878  0.28
H3 1.686 -0.268 0.275  0.16
H4 -1.568 0.318 0.592  0.44
C1 -0.006 0.112 -1.093  -0.28
H5 0.998 -0.356 -1.165  0.25
H6 -0.794 -1.098 0.232  0.07
C2 -0.558 0.021 0.393  -0.37

Output
HOMO level = -9.411 eV
Total charge = 0
E_LUMO = -1.0012 eV
Energy relative to the best compared isomer or geometry (same formula, charge and spin) = 528.75 kJ/mol

=====

no.,E_tot (eV)
1,-19090.8424
2,-12947.7796
3,-12946.5713
4,-14493.3564
5,-14496.3407
6,-14484.4068
7,-3714.0503
8,-4217.6790
9,-4218.0533
10,-6265.0889
11,-71608.0490
12,-8310.9840
13,-19146.4370
14,-21187.8065
15,-32028.5412
16,-32028.0659
17,-15047.9517